A | Molecular formula: CH4N2S2
Method: DFT, ωB97M-V with the def2-TZVPD basis set

Last column: Löwdin charge in e.
CARTESIAN COORDINATES (ANGSTROEM)
1 S 1.126 2.727 -0.368  0.7003
2 H 0.497 -0.704 0.004  0.0341
3 H -1.469 -1.272 -1.031  0.0149
4 C 0.908 1.248 0.092  -0.8817
5 H 2.037 -0.343 0.673  0.1436
6 N 1.077 0.029 0.501  -0.0082
7 H -1.503 -1.486 0.565  0.0448
8 S -1.616 0.715 -0.274  0.4645
9 N -1.058 -0.914 -0.162  -0.5122

The HOMO energy (spin up / spin down) is -7.54 / -7.54 eV. As for the spin multiplicity: 1.

=====

B | Molecular formula: CH4N2S2
Method: DFT, ωB97M-V with the def2-TZVPD basis set

Last column: Löwdin charge in e.
CARTESIAN COORDINATES (ANGSTROEM)
1 H -1.697 1.807 -0.151  0.0968
2 H 0.606 1.800 0.046  0.1005
3 H 2.790 -1.483 -0.223  -0.1442
4 N 0.796 -0.267 0.023  -0.3878
5 S 2.527 -0.155 0.009  0.6559
6 N -1.252 0.864 0.017  -0.4326
7 H -2.612 -0.748 1.217  -0.1549
8 S -2.328 -0.503 -0.085  0.7115
9 C 0.153 0.828 0.009  -0.4453

The structure (SMILES) is S/N=C/NS. The HOMO energy is -8.33 eV. As for the spin multiplicity: 1.

=====

Which is more stable than every other structure shown? B is more stable than every other one.